DFT (ωB97M-V/def2-TZVPD) results for a cluster of 2 separate species, CH4N2O2S in total at a distorted geometry.

Positions of all 10 atoms, in Å:
S: -1.0368 0.0106 1.2112
O: -0.0536 -1.2521 0.7711
O: 0.1991 1.0232 1.6658
N: 1.4454 -0.3280 -1.8228
N: -1.4449 0.5861 -0.1138
C: 0.6752 -1.1875 -1.8373
H: 0.5539 1.2876 2.4864
H: 1.9550 0.5275 -1.9346
H: 0.0874 -1.3796 -0.2528
H: -2.3805 0.7122 -0.1731

Properties
HOMO-LUMO gap	10.40	eV
E	-19008.695	eV
LUMO	0.79	eV